Record 1
{"formula": "C24H22NO12", "method": "ωB97M-V with the def2-TZVPD basis set", "e_lumo_ev": -4.149, "energy_ev": -51295.3302, "charge": 1, "homo_lumo_gap_ev": 7.4, "elements": ["O", "H", "H", "H", "H", "C", "H", "H", "O", "H", "C", "C", "O", "C", "C", "C", "H", "O", "H", "C", "C", "C", "C", "O", "N", "C", "H", "O", "O", "O", "C", "H", "C", "H", "C", "C", "H", "C", "C", "C", "C", "H", "H", "O", "O", "C", "H", "O", "H", "H", "H", "C", "H", "O", "C", "C", "C", "H", "H"], "positions_angstrom": [[-1.03992, 3.29825, 4.55494], [-0.10500, 1.47345, -2.94861], [3.03275, -1.30277, 0.48710], [-1.39495, 3.28471, 5.46908], [4.18403, -3.03437, -1.49080], [3.15164, -0.83191, 2.60898], [-2.87051, 0.99312, -0.24230], [3.49074, 0.32836, 4.51505], [-3.34504, 3.55236, 5.70818], [-2.73751, 2.28546, -1.44255], [-0.45519, 0.90948, -2.08468], [3.19217, -2.81333, -4.87448], [-5.51573, 4.28673, 1.60318], [-3.38856, 3.67290, 4.50043], [-4.20461, 0.76444, -1.99589], [3.35893, -1.33404, -2.47625], [-1.87105, -1.10991, -3.35846], [2.37640, -3.88126, 0.76503], [3.56473, -4.48652, -5.57288], [2.75108, -1.54401, -4.93952], [0.35659, 0.54767, -1.07427], [-4.48703, 4.03758, 2.39965], [2.60453, -2.98934, 1.71857], [3.28020, -0.51374, 4.96540], [-2.39666, -0.50437, -2.73918], [-3.17234, 3.85953, 1.66655], [-5.06603, 0.71777, -1.33581], [3.19656, -3.63907, -5.89854], [-3.21419, 3.93795, 0.44473], [4.07343, -4.58529, -3.64507], [2.46375, -3.54956, 3.12138], [2.36539, -1.10665, -5.84965], [-2.06605, 3.52265, 3.76420], [-4.44233, 1.40683, -2.84138], [-1.97582, 3.61090, 2.42484], [-4.58410, 3.94483, 3.73306], [0.30597, -0.47964, -0.71717], [3.72704, -3.42342, -3.58887], [2.92823, -1.71044, 1.48206], [-1.86251, 0.47585, -2.10180], [3.03646, -1.39576, 4.01225], [-1.03843, 3.50633, 1.89674], [-4.43818, -1.21845, -3.11106], [2.14479, -4.72194, 3.19992], [3.42643, 0.35135, 2.51383], [3.78956, -2.59827, -2.39794], [1.03282, 1.24329, -0.59180], [2.39686, 0.41815, -3.67258], [-5.51862, 4.06778, 4.26171], [3.00865, 0.35772, -1.81203], [-3.83069, -1.26041, -1.49997], [2.71016, -2.67676, 4.24562], [2.17096, -4.71937, 1.23122], [3.36702, -0.48085, -1.45457], [-3.83138, -0.65231, -2.41269], [2.79651, -0.73601, -3.75035], [-2.89707, 1.21561, -1.31000], [-5.15793, 4.31356, 0.69490], [2.62302, -3.08488, 5.24253]]}

***

Record 2
{"formula": "C24H29Cl5N6Pb", "method": "ωB97M-V with the def2-TZVPD basis set", "e_lumo_ev": -7.033, "relative_energy_kcal_mol": 2.0, "energy_ev": -102144.6077, "charge": 2, "homo_lumo_gap_ev": 7.1, "elements": ["H", "H", "H", "H", "N", "H", "C", "H", "H", "C", "N", "C", "H", "H", "H", "H", "C", "H", "H", "C", "C", "Pb", "C", "Cl", "H", "N", "H", "H", "N", "H", "H", "H", "H", "Cl", "H", "C", "C", "H", "C", "C", "Cl", "N", "C", "H", "C", "C", "C", "C", "C", "H", "C", "Cl", "H", "Cl", "C", "N", "H", "C", "H", "C", "H", "C", "H", "C", "C"], "positions_angstrom": [[-2.06082, 1.43731, -0.69788], [-0.75940, 0.21941, -3.14993], [-0.57116, 4.97185, -1.11561], [-5.15285, -1.06717, 3.34191], [-0.21978, -1.60327, 0.94430], [-1.28471, -3.42653, 0.77185], [4.69031, 1.06093, 1.75005], [-3.10132, -2.16068, 4.19252], [2.70361, 0.29993, -2.73092], [-1.35672, -0.59290, -2.74546], [2.26834, -0.54106, -2.36179], [-0.34043, 2.64080, 0.71668], [-0.31772, 2.28142, 3.16428], [0.37165, -1.83575, 1.73864], [-2.98411, 0.76854, -2.67661], [-0.05356, -2.72955, -3.48600], [-4.10517, 0.65512, 2.60155], [1.04524, -0.55845, -4.06296], [-1.05264, -1.13560, 1.30825], [-0.12261, 2.86146, -0.67233], [1.52271, -1.27412, -3.39587], [0.86644, 0.03681, -0.35903], [-2.58548, -0.02211, -2.03688], [6.69206, -0.24639, 2.98370], [-3.06355, 0.33727, -0.06590], [-0.46847, -1.42396, -1.87797], [0.29763, -3.40498, 0.01505], [-0.69838, 3.47427, 1.32196], [-0.09319, 1.49525, 1.24395], [3.02250, -1.11535, -1.99272], [-1.46962, -3.28090, -1.71238], [-3.37008, -0.77546, -1.98235], [1.01187, -2.89140, -2.09014], [5.47813, 2.50493, 2.20109], [-2.22417, -1.94992, -0.85261], [0.24813, 3.67092, -2.72629], [3.49714, 1.10482, 1.02606], [-5.00490, 1.15513, 2.26713], [-1.71001, 0.64982, 2.88928], [5.24410, -0.17496, 2.09311], [5.32771, -2.87363, 2.03517], [0.37198, 1.83322, -1.44474], [-0.36393, 1.30461, 2.67616], [-2.82961, 2.25173, 1.97800], [0.61303, 2.33664, -2.68217], [4.62576, -1.35831, 1.67822], [-3.03973, -1.20853, 3.68222], [3.43348, -1.27987, 0.96265], [0.49601, -2.16860, -2.72523], [-0.91176, -1.04714, 3.93165], [2.83522, -0.06404, 0.66831], [2.72839, -2.74979, 0.36151], [-1.68745, -1.20792, -3.58893], [2.89253, 2.63152, 0.50694], [-1.80639, -0.58494, 3.52259], [-2.26656, 0.44608, -0.68463], [0.31694, 4.31754, -3.58485], [-1.27031, -2.39816, -1.10000], [1.01752, 1.73287, -3.47973], [-2.87370, 1.27149, 2.44315], [0.42368, 0.68924, 3.11463], [-0.59421, -2.81180, 0.19303], [2.17922, -1.89316, -4.00849], [-0.21729, 4.00826, -1.44698], [-4.18959, -0.59277, 3.21183]]}

***

Record 3
{"formula": "H4NS", "method": "ωB97M-V with the def2-TZVPD basis set", "e_lumo_ev": 4.625, "relative_energy_kcal_mol": 7.3, "energy_ev": -12391.0598, "charge": -1, "homo_lumo_gap_ev": 7.1, "elements": ["S", "H", "H", "H", "H", "N"], "positions_angstrom": [[-1.19810, 0.63443, 0.39064], [2.78688, -1.36477, 0.15675], [2.26874, -0.48479, -1.24248], [1.15975, -1.03793, -0.35020], [-1.65206, 1.41594, -0.50340], [2.08661, -1.23991, -0.61584]]}

***

Record 4
{"formula": "C37H62Br31INO4S", "method": "ωB97M-V with the def2-TZVPD basis set", "e_lumo_ev": -3.180, "energy_ev": -2239297.2094, "charge": 1, "homo_lumo_gap_ev": 8.0, "elements": ["S", "H", "Br", "C", "H", "H", "H", "Br", "Br", "H", "H", "C", "H", "C", "H", "Br", "C", "Br", "C", "H", "H", "C", "Br", "C", "Br", "H", "Br", "H", "H", "Br", "H", "H", "H", "H", "O", "C", "H", "C", "Br", "H", "H", "H", "C", "I", "H", "C", "Br", "C", "O", "H", "H", "Br", "C", "Br", "H", "H", "H", "H", "H", "Br", "C", "H", "H", "Br", "O", "C", "Br", "C", "Br", "C", "H", "H", "H", "H", "Br", "H", "H", "C", "Br", "Br", "Br", "H", "H", "C", "H", "H", "H", "O", "H", "H", "H", "H", "H", "H", "H", "C", "H", "Br", "H", "C", "C", "H", "C", "Br", "Br", "C", "C", "C", "C", "H", "Br", "C", "C", "H", "C", "H", "C", "H", "H", "N", "H", "C", "C", "Br", "Br", "H", "C", "Br", "H", "Br", "H", "Br", "Br", "C", "C", "C", "H"], "positions_angstrom": [[-1.74853, 2.56605, -2.65358], [3.64465, 4.01192, 0.11444], [-11.08236, -5.79731, 1.44819], [6.92310, 0.34224, 0.96200], [2.98524, 3.27856, 2.93944], [3.28139, 2.33156, 0.33730], [2.91911, 3.20343, 7.94426], [-7.95556, -6.65400, -7.86335], [5.54036, 1.91828, 9.06886], [3.45247, 2.22505, 5.95681], [-2.63219, 3.09750, -0.59456], [2.49205, -2.93475, 2.21259], [-4.17670, -1.76734, 1.42802], [-6.76879, -5.58995, -6.78495], [1.48317, 3.35600, -3.20323], [-6.13062, -3.77011, -1.07212], [-3.72061, -0.85039, 1.06277], [-3.68386, 5.05080, 3.34030], [1.30413, -0.66831, 2.09733], [0.65626, 3.30106, 3.41390], [-2.31890, -0.01058, -2.02209], [5.72719, 3.75408, 9.60202], [-8.30978, -7.05920, 0.53949], [-7.66750, -4.03969, -10.43416], [-4.93321, -6.01870, -7.12912], [1.23396, 3.89972, 1.70331], [2.36737, -1.76363, -1.95514], [2.06768, 3.10627, 5.30657], [0.52990, 1.71411, -1.92747], [5.69666, 4.92783, 8.07668], [2.09183, 4.24115, -1.82199], [0.96777, -4.98396, 4.24601], [3.00945, 2.89890, -2.48549], [1.63124, 2.02040, 8.06228], [2.02197, -3.45394, 3.44112], [3.09767, 3.31916, 0.75560], [0.01286, -3.91594, 3.20770], [0.98696, -4.40053, 3.32903], [5.02875, 5.93287, -1.30273], [-2.88887, -0.60708, 1.72554], [3.03631, -1.19089, 3.29921], [-2.51066, 1.35277, 0.67845], [-5.15194, -4.64995, -2.47589], [-1.95868, -2.66815, -0.60743], [1.39792, 1.70382, 3.48182], [-1.95186, 1.17471, -0.24443], [-4.59700, 3.51692, 0.72020], [-4.71173, 3.59013, 2.65855], [1.80572, 1.08803, 5.72734], [-9.02312, -4.70080, 0.64603], [5.46030, 2.17844, 0.27664], [6.39234, 6.14821, 1.55880], [-1.50334, -6.94083, -10.41044], [-4.91445, -3.50446, -3.99559], [6.40911, 7.73716, -0.33291], [4.10426, 4.43739, 2.26983], [-4.16918, -4.87711, -2.08669], [-1.27500, 1.53231, 4.62673], [-7.62433, -4.41076, -9.41963], [0.91458, 0.13283, -4.02693], [2.38106, 2.37114, 6.05191], [6.32916, 3.47486, 1.07807], [-5.75483, 3.76640, 2.88164], [-2.62445, -5.40978, -10.14117], [-0.12215, 0.24724, 6.43388], [2.37211, -1.09712, -3.76372], [-4.20759, 1.91965, 3.44609], [5.91818, 2.47644, 1.22612], [4.21646, 8.28261, 0.67417], [2.62998, -1.42588, 2.31562], [7.92318, -0.08375, 0.96243], [0.92388, -0.38265, 3.07798], [-4.46123, -0.04959, 1.14902], [-2.02792, -7.62167, -11.06505], [-5.97736, -6.31370, -2.96599], [1.30961, 3.66948, 7.44911], [1.79766, -3.20114, 1.40550], [-0.65318, 3.43774, -0.24431], [-10.01851, -5.34680, -1.51609], [-7.12217, -3.71575, -7.03652], [4.04964, -0.28803, -4.21173], [-0.90039, -0.29109, 0.76625], [-3.73159, 0.80236, -1.40558], [0.67146, 2.70023, -0.01577], [3.45801, -3.39193, 1.97684], [0.61363, -1.35668, 1.60586], [-0.43520, 2.89055, 5.32260], [7.00654, 1.62597, 1.53002], [-1.20637, 2.50473, 2.12829], [-0.15000, 0.09613, -0.75039], [6.69506, 3.85992, 10.06996], [6.55999, 0.38461, -0.06947], [0.94554, -6.89779, -7.89779], [-2.90378, 3.22129, -2.81908], [6.27279, -0.31918, 1.54528], [-3.30909, -1.00811, -0.38984], [1.15356, -5.08964, 2.49619], [-1.21575, -7.87983, -8.75265], [2.21372, -1.93793, -4.42415], [0.32951, 1.44504, 0.90635], [4.91254, 2.46626, 2.36740], [5.45126, 2.76300, 3.26758], [-2.82621, 0.26388, -1.10040], [0.15882, -6.48061, -11.25202], [1.74118, -7.08973, -5.57279], [-0.38669, 1.78943, 2.24540], [-0.28323, 1.95371, 4.77820], [0.44389, 1.01799, 5.73987], [5.62865, 7.12074, 0.08928], [2.32654, 1.14364, 1.73895], [0.22767, -4.71155, -7.04468], [1.29133, 2.22758, -1.34122], [3.73120, 3.41482, 2.15540], [-4.18058, -1.35558, -0.94033], [0.45086, 2.23385, 3.44657], [3.35147, -1.11766, 1.55017], [-0.63250, 0.54420, 0.12127], [4.54589, 1.44090, 2.48408], [-0.89052, 0.86657, 2.55344], [-1.78829, 2.57620, -0.85346], [2.01429, 1.44751, -1.12609], [2.00432, 3.24668, -2.25191], [1.55918, 0.56869, 1.22311], [-5.95371, -4.38680, -11.23619], [3.08111, -5.65811, -8.08146], [1.99399, 0.18012, 0.30228], [2.01332, 2.83835, 7.45555], [-9.07232, -4.99254, -11.32840], [-1.01716, 3.85769, 0.68850], [4.39976, 4.24909, 10.89728], [-6.96897, -5.82142, -5.74778], [-0.56435, 5.05858, -1.30513], [-8.03303, -2.15619, -10.33209], [1.43849, -6.19071, -7.24468], [-9.53685, -5.59627, 0.32819], [1.60444, 3.70131, 0.70084], [1.55011, 4.65673, 0.18019]]}

***

Record 5
{"formula": "C8H18N", "method": "ωB97M-V with the def2-TZVPD basis set", "e_lumo_ev": -2.604, "relative_energy_kcal_mol": 72.5, "energy_ev": -10068.8623, "smiles": "C=CC(C)(C)[N+](C)(C)C", "charge": 1, "homo_lumo_gap_ev": 11.2, "elements": ["H", "H", "H", "C", "H", "C", "H", "H", "C", "N", "H", "H", "H", "H", "H", "H", "C", "H", "H", "C", "H", "C", "C", "H", "C", "H", "H"], "positions_angstrom": [[-0.37517, 1.86585, 1.51107], [0.84673, -0.49145, -2.13635], [-0.17184, -2.44879, 0.05941], [-1.92054, 0.37614, -0.36753], [-2.81050, -0.06955, -0.64583], [-0.88701, -1.71466, -0.45899], [3.79660, -0.72777, 0.56330], [1.32437, 2.08843, 0.75485], [1.66719, -0.51104, 0.35467], [-0.87314, -0.39653, 0.18696], [-1.83517, -1.33164, 1.89772], [-1.57365, 1.04648, -1.15332], [-2.17961, 1.06809, 0.45180], [-0.06014, -1.00712, 2.02203], [-0.15441, 1.07783, -2.18044], [1.62684, 1.03662, -1.85745], [0.26595, 1.84746, 0.53576], [-0.15478, 2.49507, -0.27503], [-1.48894, 0.32191, 2.14496], [0.68025, 0.47945, -1.63518], [-1.82661, -2.21635, -0.26711], [2.95122, -0.16209, 0.27682], [-1.09762, -0.58459, 1.67921], [1.33499, -1.49147, 0.63876], [0.47827, 0.29566, -0.16524], [-0.66118, -1.63559, -1.58420], [3.09791, 0.78968, -0.35065]]}